(1)
One molecule with the formula C5H10O2. Source: the Open Molecules 2025 dataset; level of theory: wB97M-V/def2-TZVPD.

Its strongest force on any atom is 0.4 eV Å⁻¹. The relative energy (zero: lowest compared OMol25 entry of this formula, charge and spin) comes out at 132.6 kJ/mol. As for the spin multiplicity: 1. The HOMO energy is -9.67 eV. The SMILES is OC[C@H]1CCCO1. As for the frontier orbital gap: 10.66 eV.

```
17
Properties=species:S:1:pos:R:3:forces:R:3:lowdin_charge:R:1
O 2.78715 -0.19046 -0.68714 0.030 0.249 -0.001 -0.0527
C 1.75785 -0.82653 0.03156 -0.247 -0.214 0.208 -0.2272
C 0.39985 -0.41714 -0.51692 0.024 -0.177 -0.001 -0.3238
C -0.80914 -0.89154 0.28964 0.025 -0.126 0.062 -0.1272
C -1.76533 0.30786 0.26144 -0.098 -0.021 0.014 -0.1529
C -0.83167 1.50845 0.08250 -0.256 0.104 0.083 -0.1861
O 0.38258 1.01460 -0.46804 -0.014 0.048 -0.114 -0.1206
H 2.52333 0.74137 -0.72134 0.179 -0.120 -0.069 0.0849
H 1.77835 -0.54509 1.09741 0.075 -0.060 -0.101 0.1269
H 1.92552 -1.90746 -0.04354 -0.122 0.164 -0.022 0.1309
H 0.32844 -0.74341 -1.56740 -0.019 0.177 0.159 0.1555
H -0.52624 -1.13711 1.32070 0.059 0.083 -0.148 0.1175
H -1.25314 -1.78608 -0.15349 0.039 0.089 0.094 0.1163
H -2.33830 0.40060 1.18697 -0.006 -0.068 -0.130 0.1089
H -2.47941 0.21697 -0.56363 0.177 0.073 0.058 0.1110
H -0.63481 1.99360 1.05101 0.081 -0.098 -0.232 0.1197
H -1.24503 2.26138 -0.59973 0.073 -0.105 0.139 0.1188
```
Forces are in eV/Å.

***

(2)
C10H13NO2Ru as an isolated structure in a non-equilibrium geometry. Source: the Open Molecules 2025 dataset; level of theory: wB97M-V/def2-TZVPD.

Its strongest force on any atom is 2.8 eV Å⁻¹. As for the expectation value of S²: 6.039. As for the spin multiplicity: 5. The HOMO energy (alpha / beta) is -6.34 / -7.89 eV. As for the frontier orbital gap (alpha / beta): 6.84 / 6.15 eV.

```
27
Properties=species:S:1:pos:R:3:forces:R:3:lowdin_spin:R:1
C 0.92109 2.04175 -0.44137 -0.604 2.041 0.034 0.1323
C 0.90082 1.87842 0.98437 -0.332 0.309 -0.419 0.0024
C -0.46829 1.78760 1.40698 -0.668 0.730 -0.626 0.0742
C -1.29935 1.88718 0.23990 0.375 1.127 0.630 0.1310
C -0.44020 2.02372 -0.90951 0.471 0.656 0.762 0.0734
Ru 0.04978 0.03924 0.02558 1.413 -2.363 -0.116 2.6608
C 1.91389 -0.75592 0.32317 0.599 -0.467 -0.117 0.0342
C 2.06784 -0.78370 -1.18915 1.506 0.513 -0.391 0.0275
C 3.24725 -0.73582 -1.88674 -0.946 0.087 0.662 0.2277
N 0.80967 -0.68021 -1.66923 -0.882 -1.111 -0.552 0.2943
H -0.81217 1.66544 2.42857 0.084 -0.075 -0.285 0.0054
H 1.76562 1.85330 1.63906 -0.220 -0.002 -0.188 -0.0001
H -2.38511 1.87761 0.21864 0.335 -0.176 0.032 0.0076
H -0.76892 2.11647 -1.94284 0.154 -0.071 0.339 0.0038
H 1.80061 2.20428 -1.05842 -0.198 -0.318 0.165 0.0082
H 2.65831 -0.14705 0.84169 -0.071 -0.336 -0.126 0.0019
H 0.55446 -0.73257 -2.65244 0.481 0.108 0.207 0.0157
H 1.84397 -1.77645 0.71990 -0.132 0.305 0.073 0.0146
H 4.17444 -0.70610 -1.32410 -0.034 -0.128 -0.287 0.0133
H 3.23010 -0.70153 -2.97267 0.178 -0.064 0.173 0.0132
C -3.40187 -2.08764 1.05495 0.010 -0.083 0.448 0.0077
C -2.07432 -1.37464 1.09375 0.362 0.437 -0.822 0.0214
O -1.38379 -1.17554 2.10736 -0.633 -0.193 -1.132 0.0463
O -1.72969 -0.95680 -0.11546 -1.279 -0.871 1.400 0.1803
H -3.66167 -2.46735 2.04012 -0.066 -0.049 -0.023 0.0019
H -3.34280 -2.90360 0.33060 -0.019 0.089 0.107 0.0008
H -4.16965 -1.39009 0.70729 0.116 -0.095 0.052 0.0002
```
Forces are in eV/Å.

***

(3)
A 2-piece molecular cluster, C6H6N4S overall in a non-equilibrium geometry. Source: the Open Molecules 2025 dataset; level of theory: wB97M-V/def2-TZVPD.

Its strongest force on any atom is 4.2 eV Å⁻¹. The relative energy (zero: lowest compared OMol25 entry of this formula, charge and spin) comes out at 376.0 kJ/mol. As for the spin multiplicity: 1. The HOMO energy is -7.99 eV. The SMILES is N#C/N=C\C=S.c1c[nH]cn1. As for the frontier orbital gap: 5.01 eV.

```
17
Properties=species:S:1:pos:R:3:forces:R:3:lowdin_charge:R:1
N 0.46883 1.86967 0.45745 -1.605 1.553 -0.683 0.1828
C 1.40184 1.29899 0.76853 0.067 0.190 -0.316 -0.3936
N 2.33433 0.62806 1.33345 3.075 -2.034 0.377 0.1078
C 3.28059 -0.02558 0.73042 -0.192 -1.331 2.658 -0.1752
C 3.51575 -0.17762 -0.69494 -3.374 2.251 -1.055 -0.5351
S 2.47488 0.40822 -1.84455 1.150 -0.693 1.188 0.7959
H 3.89562 -0.70556 1.46720 -0.852 1.601 -1.599 0.1558
H 4.35719 -0.65493 -1.02103 2.260 -1.358 -0.493 0.0050
C -2.87777 -1.47940 -0.22658 2.140 1.249 1.720 -0.1760
C -1.65969 -0.87520 0.17440 -2.024 -0.852 -0.733 -0.1187
N -1.88764 0.46112 0.15317 1.314 0.703 -1.106 0.0146
C -3.15470 0.65639 -0.29784 0.641 -0.090 -0.018 -0.2075
N -3.76487 -0.51698 -0.41460 -1.654 2.342 -1.385 0.0106
H -3.26983 -2.45442 -0.23496 0.368 -1.294 -0.027 0.0744
H -0.67601 -1.21034 0.26334 1.171 -0.765 0.497 0.0692
H -1.06305 1.13512 0.11835 -1.798 -0.806 0.231 0.0711
H -3.37546 1.64247 -0.73181 -0.686 -0.666 0.744 0.1189
```
Forces are in eV/Å.

***

(4)
C26H25BrN3O5W as an isolated structure. Source: the Open Molecules 2025 dataset; level of theory: wB97M-V/def2-TZVPD.

Its strongest force on any atom is 0.5 eV Å⁻¹. Its total charge is +1. The relative energy (zero: lowest compared OMol25 entry of this formula, charge and spin) comes out at 3.7 kJ/mol. As for the spin multiplicity: 1. The HOMO energy is -11.44 eV. As for the frontier orbital gap: 7.80 eV.

```
61
Properties=species:S:1:pos:R:3:forces:R:3:lowdin_charge:R:1
W -0.06644 -0.39004 -0.01991 -0.088 -0.165 0.513 1.9333
C -0.19073 -0.27062 -4.59082 0.033 0.003 0.001 -0.0400
O -1.10097 -1.33503 -4.30312 -0.019 0.010 -0.014 -0.0715
C -2.20271 -0.94691 -3.60536 0.009 -0.007 0.001 -0.2309
C -3.42114 -0.78394 -4.23897 -0.009 -0.016 0.007 0.0419
C -4.56960 -0.45079 -3.52142 -0.002 0.003 -0.003 -0.0461
C -4.50128 -0.28129 -2.15757 -0.006 -0.002 0.003 -0.0173
C -3.27596 -0.43492 -1.49323 -0.023 0.005 0.030 -0.1363
C -3.22214 -0.31486 -0.06438 -0.019 -0.002 -0.008 -0.0064
N -2.14358 -0.35441 0.64077 0.069 -0.058 -0.245 -0.1123
N -2.32272 -0.28516 2.01290 0.110 -0.023 0.083 0.1141
C -1.21928 -0.61671 2.59339 -0.052 0.024 -0.040 -0.3826
O -0.16208 -0.95985 1.85864 0.039 -0.027 -0.086 -0.2023
C -1.07290 -0.64871 4.05111 0.004 -0.001 -0.010 -0.1569
C -2.15715 -0.32738 4.86793 -0.001 0.000 0.005 -0.0195
C -2.00784 -0.35063 6.24219 -0.001 0.001 -0.001 -0.0623
C -0.78311 -0.69280 6.80371 0.003 -0.002 0.000 -0.0619
C 0.29498 -1.01319 5.99137 0.000 0.002 -0.004 -0.0605
C 0.15420 -0.99201 4.61327 0.002 -0.007 -0.003 -0.0123
C -2.13305 -0.76729 -2.22158 0.040 -0.003 0.008 -0.2036
O -0.95535 -0.95412 -1.59408 -0.261 0.032 -0.184 -0.2045
H 0.61569 -0.70963 -5.17176 0.004 0.004 0.003 0.0978
H 0.21259 0.15914 -3.67150 -0.004 -0.003 -0.019 0.0712
H -0.68400 0.50403 -5.18215 -0.002 0.000 0.000 0.0997
H -3.46054 -0.93814 -5.30954 0.004 0.000 -0.001 0.1356
H -5.51142 -0.33415 -4.03839 0.002 -0.001 -0.002 0.1163
H -5.38640 -0.03484 -1.58517 0.002 0.001 0.002 0.1226
H -4.15104 -0.19904 0.48697 0.002 0.005 0.006 0.1498
H -3.10500 -0.06557 4.41852 0.000 0.000 -0.001 0.1127
H -2.84626 -0.10425 6.87933 0.001 0.001 0.000 0.1102
H -0.67067 -0.71086 7.87965 -0.002 0.000 0.000 0.1108
H 1.24575 -1.28110 6.43166 0.000 0.000 0.000 0.1101
H 0.98655 -1.24300 3.97023 0.000 0.001 0.003 0.1169
C 0.90670 3.30163 -0.73948 -0.012 0.008 0.006 -0.0280
C -0.01823 2.73497 0.33639 -0.039 -0.030 0.082 -0.6583
C 0.47544 3.07679 1.74069 0.001 0.015 0.012 -0.0268
C -1.46213 3.18821 0.13011 -0.016 0.003 0.002 -0.0327
N 0.00846 1.28784 0.20292 0.153 0.266 -0.204 -0.1041
H 0.90949 4.38939 -0.66869 0.004 -0.001 0.000 0.0972
H 0.56224 3.01889 -1.73442 0.002 0.001 -0.002 0.0869
H 1.92642 2.94189 -0.60400 0.001 -0.002 -0.001 0.0893
H 0.46275 4.15821 1.87685 0.003 0.000 -0.005 0.0967
H 1.49469 2.72089 1.89084 0.000 -0.001 -0.003 0.0910
H -0.16929 2.62771 2.49741 -0.001 -0.001 -0.003 0.0856
H -1.51770 4.27215 0.22965 -0.004 -0.001 -0.002 0.0967
H -2.11781 2.74103 0.87873 0.005 0.003 0.005 0.0820
H -1.81732 2.91375 -0.86434 0.005 0.001 -0.006 0.0864
Br 4.16869 -2.79012 1.29882 -0.039 0.012 -0.003 0.8591
C 4.45971 -2.29591 -0.49549 0.070 -0.002 -0.015 -0.5866
C 5.66931 -2.68997 -1.04966 -0.024 -0.004 0.011 -0.1141
C 5.98502 -2.35688 -2.35606 -0.017 0.017 -0.019 -0.0387
C 5.10096 -1.61680 -3.13192 0.039 -0.020 0.005 -0.0478
C 3.90145 -1.21827 -2.58603 -0.051 0.017 0.033 0.0020
C 3.55837 -1.55124 -1.26772 0.080 0.018 -0.086 -0.1565
C 2.25784 -1.08047 -0.81708 -0.422 0.294 -0.067 -0.5126
O 1.52974 -0.28976 -1.50124 0.291 -0.263 0.040 -0.0882
O 1.69950 -1.42072 0.29523 0.128 -0.095 0.173 -0.1544
H 6.36334 -3.25914 -0.44823 -0.003 -0.002 0.003 0.1044
H 6.93269 -2.67804 -2.76741 0.000 0.002 -0.005 0.1193
H 5.34828 -1.35555 -4.15099 0.008 -0.006 0.001 0.1151
H 3.19495 -0.64238 -3.16760 0.003 -0.003 0.003 0.1212
```
Forces are in eV/Å.

***

(5)
C19H22MoN6O3 as an isolated structure in a non-equilibrium geometry. Source: the Open Molecules 2025 dataset; level of theory: wB97M-V/def2-TZVPD.

Its strongest force on any atom is 10.0 eV Å⁻¹. As for the expectation value of S²: 2.034. Its total charge is +4. The relative energy (zero: lowest compared OMol25 entry of this formula, charge and spin) comes out at 182.9 kJ/mol. As for the spin multiplicity: 3. The HOMO energy (alpha / beta) is -20.40 / -20.39 eV. As for the frontier orbital gap (alpha / beta): 4.59 / 4.01 eV.

```
51
Properties=species:S:1:pos:R:3:forces:R:3:lowdin_spin:R:1
N 1.91121 -1.98078 3.51298 -0.704 -0.851 -0.183 0.0009
C 1.64181 -3.08012 3.76882 0.459 1.114 0.043 0.0003
C 1.34912 -4.44477 4.17310 -0.003 -0.531 -0.088 0.0000
H 2.26813 -4.93174 4.53709 -0.328 0.189 -0.128 0.0000
H 0.95174 -5.01674 3.31960 0.179 0.155 0.341 0.0000
H 0.60218 -4.44496 4.97363 0.164 -0.009 -0.104 0.0000
N -2.43986 0.71581 -4.05308 -0.873 -0.842 1.052 0.0011
C -3.50262 0.38313 -3.71740 1.051 0.574 -0.839 0.0005
C -4.89731 0.03222 -3.45527 -0.024 0.048 0.314 0.0001
H -5.01243 -1.05530 -3.40676 -0.025 0.224 -0.024 0.0000
H -5.50871 0.42501 -4.26872 0.013 -0.055 0.011 0.0000
H -5.23474 0.48971 -2.51424 0.099 -0.177 -0.299 0.0000
N 2.29976 1.16487 -1.05884 0.180 0.188 0.036 0.0054
C 3.00705 2.04716 -0.82267 -0.682 -0.332 -0.410 0.0077
C 3.82426 3.19084 -0.53135 0.459 0.100 0.016 0.0019
H 3.19224 3.99269 -0.13661 0.056 -0.107 -0.176 0.0008
H 4.31499 3.54527 -1.45430 -0.098 -0.139 0.244 0.0002
H 4.58930 2.89194 0.20127 -0.067 0.177 -0.215 0.0004
Mo 0.96740 -0.51345 -1.17307 -2.002 8.091 5.440 0.8241
C -0.45782 1.36614 -0.06768 -2.166 -0.049 -0.917 -0.0113
O -1.56180 1.67136 0.04913 2.235 -0.694 -0.696 0.0023
C -0.41087 -1.08990 0.54629 -2.358 -2.298 2.251 0.0017
O -1.10475 -1.53194 1.35918 2.759 1.751 -3.459 0.0001
C 0.68989 -2.60438 -1.34298 0.918 -2.396 -0.737 0.0442
C 2.06221 -2.31974 -1.11330 -0.431 -1.987 -0.181 0.0285
C 2.72730 -1.44943 -2.00395 1.064 -0.296 -0.093 0.0125
C 2.02279 -0.81710 -3.04589 0.756 -1.025 -2.393 0.0414
C 0.66150 -1.07292 -3.23796 0.289 0.263 -1.855 0.0195
C -0.00517 -1.96987 -2.39549 -1.300 -1.164 0.313 0.0159
H 0.16578 -3.23998 -0.65122 -0.115 -0.316 0.045 0.0015
H 2.55355 -2.71693 -0.23711 0.195 -0.190 0.006 0.0047
H 3.79532 -1.28081 -1.87720 -0.224 0.274 0.184 0.0010
H 2.54168 -0.12439 -3.71397 -0.197 -0.030 0.292 0.0013
H 0.09250 -0.54911 -4.01265 -0.021 0.082 0.195 0.0019
H -1.07612 -2.12638 -2.52341 0.141 0.060 -0.010 0.0019
C 1.82366 4.31925 2.57297 0.455 0.867 0.248 0.0262
N 1.18219 3.07833 2.97952 0.738 0.062 2.506 0.2246
C 1.22664 2.64972 4.28197 0.618 1.893 -2.151 0.0581
C 0.51650 1.52958 4.60904 -0.397 -0.830 1.459 0.3487
C -0.17437 0.82866 3.58250 -1.678 -1.405 -0.898 0.0411
N -0.00419 1.15345 2.30190 0.103 0.030 0.308 -0.0289
C 0.57287 2.31152 2.00749 -0.727 -0.145 -3.021 0.0117
O 0.58080 2.77033 0.80303 0.516 -1.130 2.621 0.0657
N -1.06365 -0.14535 3.87063 1.926 0.673 -0.230 0.1997
H 2.64279 4.12940 1.86797 -0.329 -0.124 0.266 0.0124
H 2.23204 4.77179 3.47612 -0.013 0.163 -0.189 0.0004
H 1.09902 4.99798 2.10240 0.074 -0.274 0.139 0.0127
H 1.81315 3.27604 4.96462 -0.344 -0.373 -0.058 -0.0007
H 0.46999 1.14737 5.62186 0.134 0.231 0.147 0.0105
H -1.15457 -0.44602 4.83277 -0.216 -0.164 0.087 0.0027
H -1.32360 -0.80452 3.12397 -0.262 0.721 0.789 0.0044
```
Forces are in eV/Å.

***

- spin multiplicity of number 4 (C26H25BrN3O5W)?
  1